Molecular formula: C28H24ClN2O5Pt
Method: DFT, the ωB97M-V functional and the def2-TZVPD basis

Properties
- Energy: -58401.4377 eV
- Total charge: +1
- Multiplicity: 5
- Energy relative to the best compared isomer or geometry (same formula, charge and spin): 0.00 kJ/mol
- Orbital gap (alpha / beta): 7.2 / 5.8 eV

Last column: natural (NBO) charge in e.
Positions of all 61 atoms, in Å:
Pt  0.5483  -0.3611  0.0898  1.183
O  4.7240  -0.4263  4.2152  -0.657
C  5.3238  -0.3964  3.0536  0.778
O  6.5186  -0.3204  2.9333  -0.564
C  4.4451  -0.4786  1.8293  -0.245
C  4.9031  -0.4250  0.5104  0.187
Cl  6.5015  -0.1909  0.0263  0.162
N  3.8328  -0.5555  -0.3257  -0.161
N  2.7147  -0.6663  0.4184  -0.361
C  3.0557  -0.6098  1.6987  0.080
C  1.9525  -0.6602  2.7316  0.780
O  2.2401  -0.6594  3.9220  -0.607
O  0.7560  -0.6994  2.2779  -0.725
C  3.7470  -0.5830  -1.7596  0.103
C  2.5023  -0.4354  -2.3653  -0.143
C  2.3697  -0.4342  -3.7402  -0.213
C  3.4875  -0.5833  -4.5453  -0.189
C  4.7243  -0.7618  -3.9516  -0.179
C  4.8606  -0.7747  -2.5714  -0.205
H  3.7430  -0.5727  4.1544  0.500
H  1.6112  -0.3302  -1.7504  0.138
H  1.3917  -0.3190  -4.1893  0.219
H  3.3920  -0.5736  -5.6224  0.232
H  5.6069  -0.8999  -4.5609  0.234
H  5.8317  -0.9474  -2.1488  0.243
C  0.5916  3.3495  2.0473  -0.614
C  -0.2334  2.3663  1.2075  0.044
C  -1.3290  3.1116  0.4088  -0.593
O  0.5761  1.7252  0.3012  -0.341
H  -0.0832  3.9104  2.6914  0.235
H  1.1277  4.0446  1.4004  0.227
H  1.3100  2.8089  2.6617  0.231
H  -0.7286  1.6480  1.8747  0.186
H  -0.8741  3.9040  -0.1845  0.230
H  -2.0387  3.5395  1.1128  0.239
H  -1.8420  2.4160  -0.2555  0.216
C  -5.7427  1.1536  2.1426  -0.130
C  -4.9033  0.6811  3.1468  -0.203
C  -3.7053  0.0862  2.8131  -0.162
C  -3.3280  -0.0714  1.4635  -0.052
C  -4.1833  0.4293  0.4609  -0.171
C  -5.3747  1.0300  0.8043  -0.217
C  -2.0432  -0.6576  1.2073  -0.130
C  -1.4409  -0.9659  -0.0011  -0.188
C  -2.0605  -1.5105  -1.1668  -0.073
C  -3.2267  -2.3011  -1.0529  -0.172
C  -3.8171  -2.8434  -2.1736  -0.203
C  -3.2615  -2.6252  -3.4308  -0.130
C  -2.0958  -1.8744  -3.5620  -0.217
C  -1.4918  -1.3413  -2.4456  -0.157
H  -6.6800  1.6269  2.4030  0.234
H  -5.1816  0.7864  4.1865  0.237
H  -3.0455  -0.2847  3.5886  0.230
H  -3.9040  0.3549  -0.5809  0.223
H  -6.0248  1.4176  0.0313  0.234
H  -1.4312  -0.7806  2.0999  0.261
H  -3.6430  -2.4903  -0.0723  0.227
H  -4.7119  -3.4426  -2.0713  0.236
H  -3.7253  -3.0525  -4.3098  0.234
H  -1.6589  -1.7205  -4.5395  0.233
H  -0.5795  -0.7638  -2.5368  0.205

=====

Molecular formula: CH6NPS
Method: DFT, the ωB97M-V functional and the def2-TZVPD basis

Properties
- Energy: -22746.3053 eV
- SMILES: [H]/N=P/[H].CS
- Energy relative to the best compared isomer or geometry (same formula, charge and spin): 238.69 kJ/mol
- Orbital gap: 8.7 eV

Last column: natural (NBO) charge in e.
Positions of all 10 atoms, in Å:
C  2.1970  -1.0833  -1.4519  -0.752
N  -2.9208  2.0826  2.0020  -1.010
P  -2.7455  0.6676  1.3779  0.777
S  1.5423  -0.2166  0.0374  -0.063
H  3.3031  -1.3278  -1.1949  0.236
H  1.8227  -2.1228  -1.4589  0.215
H  2.0269  -0.6144  -2.4793  0.233
H  -3.6837  2.4080  1.4129  0.349
H  -1.7531  0.0314  2.1311  -0.116
H  0.2112  0.1753  -0.3762  0.129